(1)
Molecular formula: C55H95F3N15O5P
Method: DFT, the ωB97M-V functional and the def2-TZVPD basis

Each line ends with the Löwdin charge.
Cartesian coordinates (Å):
C: 5.557 -4.013 1.482  -0.167
C: 6.127 -2.655 0.729  -0.264
C: 5.103 -1.348 0.896  -0.219
C: 3.533 -1.827 1.058  -0.231
C: 2.437 -0.608 0.947  -0.224
C: 1.313 -0.594 2.157  -0.204
C: 0.312 0.726 1.931  -0.195
C: -0.882 0.406 0.807  -0.116
C: -2.065 1.541 0.876  -0.203
O: -2.113 2.459 -0.274  -0.170
C: -0.810 3.087 -0.545  -0.069
C: -0.284 2.523 -1.991  -0.166
F: -0.367 3.540 -3.068  -0.001
F: -1.236 1.421 -2.395  -0.014
F: 1.062 1.843 -1.920  -0.016
C: -3.519 0.714 0.858  -0.171
C: -4.715 1.597 0.092  -0.113
O: -4.743 1.394 -1.365  -0.223
C: -5.293 0.081 -1.739  -0.197
C: -6.546 0.382 -2.791  -0.205
C: -7.927 0.132 -1.917  -0.136
O: -4.044 0.456 2.221  -0.167
C: -3.990 -0.983 2.555  -0.453
O: -4.835 -1.844 1.715  -0.188
C: -6.263 -1.507 1.816  -0.148
C: -7.085 -2.886 1.347  -0.140
O: -6.263 -3.446 0.224  -0.241
C: -6.955 -4.576 -0.415  -0.251
C: -6.603 -4.701 -2.044  -0.105
P: -4.220 -1.310 4.462  1.006
C: -5.438 0.093 5.048  -0.418
C: -6.792 -0.574 5.726  -0.205
C: -5.146 -2.980 4.679  -0.445
C: -4.457 -4.242 3.878  -0.178
H: 4.629 -4.442 0.869  0.077
H: 6.362 -4.867 1.533  0.071
H: 5.204 -3.797 2.596  0.082
H: 7.169 -2.416 1.258  0.066
H: 6.323 -2.914 -0.397  0.100
H: 5.445 -0.750 1.860  0.113
H: 5.296 -0.690 -0.077  0.105
H: 3.334 -2.589 0.166  0.080
H: 3.381 -2.334 2.116  0.115
H: 3.048 0.414 0.980  0.117
H: 1.869 -0.659 -0.079  0.078
H: 1.916 -0.356 3.157  0.118
H: 0.713 -1.594 2.271  0.115
H: 1.038 1.594 1.579  0.103
H: -0.114 1.025 2.979  0.110
H: -1.239 -0.693 1.029  0.113
H: -0.312 0.359 -0.231  0.111
H: -1.998 2.151 1.899  0.173
H: -1.028 4.249 -0.701  0.138
H: -0.035 3.022 0.329  0.129
H: -3.282 -0.292 0.274  0.166
H: -5.756 1.250 0.525  0.115
H: -4.622 2.749 0.387  0.136
H: -4.424 -0.482 -2.332  0.136
H: -5.597 -0.587 -0.828  0.112
H: -6.483 -0.246 -3.779  0.105
H: -6.529 1.527 -3.115  0.116
H: -7.832 0.818 -0.951  0.084
H: -8.818 0.434 -2.614  0.077
H: -7.945 -0.983 -1.561  0.070
H: -2.864 -1.318 2.341  0.130
H: -6.647 -1.271 2.895  0.099
H: -6.630 -0.666 1.090  0.106
H: -8.100 -2.528 0.888  0.127
H: -7.197 -3.644 2.244  0.129
H: -8.127 -4.523 -0.333  0.125
H: -6.511 -5.563 0.089  0.090
H: -7.087 -3.843 -2.677  0.066
H: -5.454 -4.797 -2.257  0.079
H: -7.119 -5.710 -2.406  0.085
H: -5.757 0.809 4.170  0.029
H: -4.868 0.739 5.848  0.041
H: -6.552 -1.422 6.518  0.071
H: -7.523 -0.998 4.885  0.068
H: -7.375 0.278 6.316  0.077
H: -5.211 -3.299 5.825  0.094
H: -6.277 -2.921 4.301  0.065
H: -4.984 -5.226 4.304  0.059
H: -3.308 -4.386 4.096  0.082
H: -4.709 -4.252 2.713  0.081
C: 1.157 -2.084 -3.123  -0.063
C: 1.231 -2.728 -1.801  -0.246
N: 1.289 -3.237 -0.757  0.149
H: 2.141 -2.031 -3.603  0.085
H: 0.495 -2.629 -3.803  0.052
H: 0.776 -1.059 -3.053  0.068
C: 8.657 0.276 -0.623  -0.097
C: 8.731 -0.368 0.699  -0.265
N: 8.789 -0.877 1.743  0.136
H: 9.641 0.329 -1.103  0.035
H: 7.995 -0.269 -1.303  0.073
H: 8.276 1.301 -0.553  0.044
C: 9.509 2.621 3.066  -0.074
C: 8.816 3.005 1.825  -0.260
N: 8.268 3.309 0.845  0.120
H: 10.555 2.356 2.880  0.037
H: 9.506 3.434 3.799  0.079
H: 9.036 1.755 3.542  0.082
C: 12.979 1.909 -0.104  -0.070
C: 12.681 1.341 1.222  -0.258
N: 12.446 0.893 2.269  0.126
H: 13.841 1.419 -0.570  0.087
H: 12.134 1.798 -0.791  0.072
H: 13.209 2.978 -0.044  0.034
C: 0.635 -2.432 -7.364  -0.081
C: 0.472 -3.587 -6.466  -0.273
N: 0.344 -4.500 -5.756  0.131
H: 0.227 -1.516 -6.923  0.082
H: 1.689 -2.240 -7.590  0.024
H: 0.122 -2.587 -8.319  0.083
C: 4.279 -2.182 -10.062  -0.060
C: 3.981 -2.750 -8.736  -0.236
N: 3.746 -3.198 -7.689  0.150
H: 5.141 -2.672 -10.527  0.087
H: 3.434 -2.293 -10.749  0.086
H: 4.509 -1.113 -10.002  0.085
C: -3.091 3.506 -4.541  -0.080
C: -3.784 3.890 -5.782  -0.270
N: -4.332 4.194 -6.763  0.110
H: -2.045 3.241 -4.727  0.064
H: -3.094 4.320 -3.808  0.083
H: -3.564 2.640 -4.065  0.077
C: 4.579 -6.367 -7.333  -0.102
C: 5.197 -7.678 -7.596  -0.273
N: 5.686 -8.713 -7.803  0.113
H: 4.151 -5.932 -8.242  0.059
H: 3.770 -6.442 -6.599  0.083
H: 5.306 -5.648 -6.941  0.072
C: 0.035 7.477 0.141  -0.070
C: -0.128 6.322 1.039  -0.262
N: -0.256 5.409 1.749  0.138
H: -0.373 8.393 0.582  0.084
H: 1.089 7.669 -0.085  0.085
H: -0.478 7.322 -0.814  0.080
C: -5.791 -8.275 3.294  -0.071
C: -6.484 -7.891 2.053  -0.244
N: -7.032 -7.587 1.073  0.131
H: -4.745 -8.540 3.108  0.086
H: -5.794 -7.461 4.027  0.061
H: -6.264 -9.141 3.770  0.082
C: -6.416 4.185 2.503  -0.062
C: -7.034 2.973 3.066  -0.239
N: -7.523 2.016 3.511  0.152
H: -6.461 5.025 3.205  0.064
H: -5.361 4.025 2.258  0.072
H: -6.917 4.505 1.583  0.088
C: 8.048 1.220 -5.077  -0.068
C: 9.065 1.258 -4.013  -0.233
N: 9.869 1.288 -3.172  0.141
H: 8.413 0.697 -5.967  0.082
H: 7.139 0.705 -4.749  0.082
H: 7.754 2.227 -5.391  0.083
C: -3.494 3.231 8.222  -0.076
C: -3.873 1.814 8.349  -0.269
N: -4.173 0.694 8.450  0.132
H: -2.758 3.383 7.426  0.082
H: -4.358 3.862 7.988  0.080
H: -3.054 3.617 9.148  0.081
C: 14.381 6.325 0.695  -0.072
C: 14.382 5.401 -0.451  -0.258
N: 14.383 4.671 -1.357  0.132
H: 14.932 7.246 0.473  0.083
H: 13.364 6.617 0.979  0.083
H: 14.847 5.875 1.578  0.083
C: -8.553 7.073 4.783  -0.078
C: -7.226 7.563 5.190  -0.277
N: -6.177 7.950 5.511  0.119
H: -8.984 6.401 5.533  0.085
H: -9.262 7.895 4.640  0.083
H: -8.508 6.517 3.840  0.069

Values from the calculation:
**Frontier orbital gap**: 0.2795 hartree
**Multiplicity**: 1
**HOMO energy**: -7.8047 eV



(2)
Molecular formula: C28H27MnN6O2
Method: DFT, the ωB97M-V functional and the def2-TZVPD basis

Each line ends with the Löwdin charge.
Cartesian coordinates (Å):
Mn: -0.222 0.611 -0.766  0.970
O: -2.925 -3.840 0.331  0.041
C: -3.187 -3.656 -0.975  -0.280
C: -3.953 -4.614 -1.635  -0.030
C: -4.266 -4.467 -2.975  -0.103
C: -3.821 -3.356 -3.682  -0.105
C: -3.046 -2.409 -3.039  -0.029
C: -2.711 -2.541 -1.691  -0.083
C: -1.837 -1.536 -1.071  -0.430
O: -1.269 -0.619 -1.805  -0.155
N: -1.620 -1.577 0.212  0.038
N: -0.763 -0.563 0.617  -0.168
C: -0.427 -0.630 1.937  -0.121
C: 0.529 0.119 2.561  -0.246
C: 0.827 -0.113 3.945  -0.058
C: 1.873 0.480 4.563  -0.109
C: 2.722 1.351 3.798  -0.110
C: 2.385 1.627 2.520  -0.115
N: 1.287 1.103 1.892  -0.073
H: -2.386 -3.060 0.630  0.063
H: -4.290 -5.473 -1.068  0.109
H: -4.859 -5.225 -3.473  0.095
H: -4.068 -3.237 -4.729  0.094
H: -2.677 -1.540 -3.568  0.112
H: -0.921 -1.400 2.516  0.108
H: 0.186 -0.804 4.477  0.107
H: 2.077 0.296 5.609  0.090
H: 3.608 1.790 4.232  0.085
H: 2.978 2.308 1.922  0.117
N: -5.454 4.702 -8.669  0.087
C: -4.661 4.229 -7.967  -0.262
C: -3.703 3.665 -7.108  -0.280
C: -4.047 3.297 -5.779  -0.068
C: -3.112 2.807 -4.914  -0.049
C: -1.755 2.657 -5.316  -0.217
C: -1.421 2.967 -6.659  -0.055
C: -2.359 3.454 -7.523  -0.073
N: -0.779 2.254 -4.412  -0.012
C: 0.584 2.135 -4.639  -0.049
C: 1.157 1.760 -3.458  -0.137
N: 0.205 1.650 -2.492  -0.068
C: -0.962 1.953 -3.100  -0.160
H: -5.074 3.408 -5.456  0.106
H: -3.425 2.528 -3.917  0.086
H: -0.410 2.813 -7.014  0.083
H: -2.087 3.681 -8.546  0.102
H: 1.037 2.317 -5.595  0.098
H: 2.199 1.583 -3.249  0.101
H: -1.925 1.921 -2.630  0.111
C: -0.472 3.128 2.466  -0.049
C: -0.026 3.068 1.001  -0.563
C: 0.819 4.306 0.684  -0.065
C: -1.304 3.143 0.143  -0.079
C: 0.808 1.752 0.672  -0.195
H: -1.051 4.039 2.632  0.083
H: 0.374 3.142 3.153  0.077
H: -1.102 2.271 2.713  0.088
H: 0.227 5.217 0.807  0.083
H: 1.180 4.270 -0.346  0.081
H: 1.681 4.372 1.352  0.076
H: -1.995 3.891 0.537  0.087
H: -1.833 2.178 0.155  0.074
H: -1.064 3.416 -0.884  0.061
H: 1.731 2.092 0.186  0.085

Values from the calculation:
**Total charge**: -1
**Frontier orbital gap (spin up / spin down)**: 0.1638 / 0.2197 hartree
**Multiplicity**: 6
**HOMO energy (spin up / spin down)**: -1.9899 / -3.7370 eV



(3)
Molecular formula: C2H7N3O2
Method: DFT, the ωB97M-V functional and the def2-TZVPD basis

Each line ends with the Löwdin charge.
Cartesian coordinates (Å):
C: 0.176 1.261 -0.200  -0.131
N: 0.578 -0.043 0.204  -0.306
N: 0.714 -0.766 -1.012  0.014
C: -0.194 -0.691 1.253  -0.106
N: 0.738 -1.171 2.280  -0.420
O: 0.555 -2.282 2.687  0.077
O: 1.666 -0.458 2.599  0.081
H: 0.514 1.357 -1.235  0.076
H: -0.964 1.464 -0.162  0.091
H: 0.499 2.107 0.550  0.115
H: 1.323 -1.584 -0.752  0.122
H: -0.176 -0.754 -1.485  0.077
H: -0.930 0.096 1.661  0.160
H: -0.733 -1.594 0.810  0.151

Values from the calculation:
**Frontier orbital gap**: 0.3457 hartree
**SMILES string**: CN(N)C[N+](=O)[O-]
**Multiplicity**: 1
**HOMO energy**: -9.0804 eV